This record from OMol25 describes C44H70N10 as an isolated structure. The level of theory is ωB97M-V/def2-TZVPD.

Computed properties:
**HOMO energy**: -6.7856 eV
**Kohn-Sham gap**: 7.31 eV

The geometry in XYZ format:
```
124
Properties=species:S:1:pos:R:3:forces:R:3
N -1.3863 -16.4226 -4.0762 -0.36 -2.70 -0.27
C -1.7432 -15.3824 -4.8140 -2.36 1.95 0.02
C -3.0899 -15.5950 -5.1777 1.07 1.10 -0.56
C -3.4208 -16.9187 -4.8936 0.66 -0.24 1.91
C -2.3276 -17.4712 -4.2265 -0.72 2.52 1.62
H -0.4881 -16.5420 -3.6300 -0.13 0.43 -0.68
H -1.1243 -14.4974 -4.8277 -0.21 0.03 -0.14
H -3.7685 -14.8932 -5.6396 0.30 0.10 -0.18
H -4.3542 -17.4016 -5.1426 0.13 -0.11 0.06
H -2.1260 -18.4338 -3.7804 -0.72 1.15 0.01
N -0.0910 -23.5287 -3.5891 -0.06 -11.51 4.64
C 1.0858 -23.6459 -2.8710 -0.51 0.54 -1.21
C 1.1835 -24.9204 -2.3447 1.07 1.15 -0.08
C 0.0509 -25.5738 -2.7645 -1.56 -2.46 -0.24
C -0.7640 -24.7362 -3.4883 3.55 -0.65 -1.31
H -0.4756 -22.7567 -4.1148 0.68 -1.55 1.28
H 1.7957 -22.8331 -2.9135 -0.19 -0.48 0.37
H 1.9993 -25.3980 -1.8225 0.06 0.34 0.09
H -0.0970 -26.6242 -2.5616 -0.37 -0.11 0.05
H -1.7229 -24.8554 -3.9707 1.11 -0.19 0.81
N 3.8694 -21.8406 -3.5369 0.12 1.05 2.53
C 3.3284 -20.5403 -3.6169 2.79 -0.14 0.23
C 3.1234 -20.0468 -2.3320 1.42 -0.40 -1.32
C 3.4335 -21.1020 -1.4503 1.08 -0.66 0.16
C 3.9662 -22.1545 -2.1632 -0.93 0.34 -0.85
H 4.1494 -22.5026 -4.2465 -0.24 0.57 -0.14
H 3.0867 -20.2138 -4.6176 0.73 0.81 0.67
H 2.7250 -19.1019 -1.9931 0.30 0.10 -0.54
H 3.2470 -21.0645 -0.3872 0.28 -0.15 0.00
H 4.2191 -23.1580 -1.8542 0.13 0.17 0.01
N -4.3613 -23.9022 -5.0366 1.13 -0.66 -2.51
C -3.1377 -23.5492 -5.6481 -2.60 0.48 -1.71
C -2.3604 -24.6579 -5.8052 -1.39 -0.46 -0.51
C -3.0104 -25.6664 -5.1220 -2.07 -1.72 0.49
C -4.2086 -25.1935 -4.6026 -0.51 -0.97 -1.29
H -5.1697 -23.3090 -4.9155 0.41 -0.07 0.18
H -3.0516 -22.5537 -6.0579 -0.29 -0.54 0.13
H -1.3870 -24.7893 -6.2544 -1.59 -0.88 -0.16
H -2.5988 -26.6638 -5.0761 -0.28 -0.06 0.45
H -4.9998 -25.6351 -4.0148 0.24 -0.24 -0.07
N -2.6678 -18.5261 -0.1138 0.87 0.79 0.24
C -2.4863 -17.6912 -1.1908 0.22 -0.71 0.05
C -1.2037 -17.9250 -1.6997 -0.38 -0.52 0.65
C -0.5799 -18.9320 -0.8996 -1.71 2.08 3.53
C -1.5032 -19.1974 0.1335 1.34 0.35 -0.35
H -3.4626 -18.5495 0.5091 0.14 0.12 -0.31
H -3.3303 -17.0780 -1.4702 0.36 0.09 -0.42
H -0.8059 -17.5090 -2.6136 -0.02 -0.76 1.52
H 0.4157 -19.3481 -0.9456 -0.98 1.22 0.84
H -1.4273 -19.8140 1.0169 0.08 -0.15 -0.22
N -2.1059 -23.5072 -2.1534 -1.33 2.28 3.54
C -3.1257 -23.1196 -2.8973 -1.52 0.65 1.09
C -3.4260 -21.8250 -2.5055 -2.34 0.49 -0.73
C -2.4911 -21.3228 -1.5911 -0.60 -2.58 1.44
C -1.7597 -22.4733 -1.3088 1.12 -0.78 0.19
H -1.6842 -24.4226 -2.2190 -0.14 0.30 1.05
H -3.5803 -23.7766 -3.6240 0.90 0.96 2.13
H -4.2461 -21.2288 -2.8775 -0.07 0.00 -0.35
H -2.4066 -20.3764 -1.0776 -0.42 -0.74 -0.69
H -0.9202 -22.7034 -0.6695 -0.02 0.46 0.20
N 1.3537 -25.3043 -7.9122 1.69 -1.81 2.15
C 0.4796 -25.3573 -8.9093 -0.66 0.31 -0.33
C 0.4585 -24.0920 -9.3957 -1.63 0.83 -2.09
C 1.3002 -23.2510 -8.6514 2.01 -0.64 -1.59
C 1.9538 -24.0876 -7.7852 0.16 0.21 0.17
H 1.4766 -26.1129 -7.3196 0.48 0.35 0.10
H -0.0606 -26.2689 -9.1183 0.01 0.25 -0.18
H -0.1956 -23.8008 -10.2043 0.06 0.22 -0.01
H 1.4840 -22.1953 -8.7858 0.02 -0.47 -0.14
H 2.7003 -23.8594 -7.0388 -0.16 -0.26 0.02
N 2.6662 -19.0395 -8.6987 0.45 -0.04 0.97
C 3.1414 -19.4214 -7.4688 -1.05 -0.57 1.06
C 2.1660 -20.2233 -6.8498 0.71 0.85 -1.60
C 1.0735 -20.3517 -7.7757 2.49 1.76 -2.28
C 1.4272 -19.5643 -8.8812 -0.21 -0.67 0.11
H 3.1223 -18.3594 -9.2899 -0.21 -0.25 0.04
H 4.0432 -19.0434 -7.0102 0.07 0.00 -0.40
H 2.2112 -20.6509 -5.8591 0.09 0.24 -0.78
H 0.1553 -20.9094 -7.6657 0.80 0.40 -1.58
H 0.8619 -19.2375 -9.7415 -0.04 -0.45 -0.04
C -1.7074 -17.8117 -6.6989 -0.06 -0.79 -1.73
C -1.1235 -18.7076 -7.8696 -1.49 1.60 2.24
N -2.1386 -18.9762 -8.8855 -1.08 -0.68 -1.34
C -2.6093 -17.8640 -9.6836 1.75 0.82 -0.30
C -1.4681 -17.1572 -10.3571 0.13 0.81 -0.67
C -3.3259 -19.7877 -8.5090 1.62 0.03 0.71
C -2.8850 -21.1775 -8.0394 -0.58 -0.21 -0.43
H -1.0414 -17.4975 -5.8952 0.52 -0.63 -0.78
H -2.5329 -18.3215 -6.2022 0.67 -0.30 -0.95
H -2.1820 -16.8701 -6.9749 0.35 -0.18 -0.87
H -0.1434 -18.3409 -8.1744 -0.92 0.63 -0.79
H -0.7554 -19.6272 -7.4148 -1.15 0.56 -0.26
H -3.2976 -18.0998 -10.4952 -0.22 -0.81 0.43
H -3.0100 -16.9825 -9.1830 -0.96 -0.35 1.02
H -0.8611 -17.7411 -11.0489 0.04 -0.21 0.17
H -1.9965 -16.4000 -10.9363 0.46 0.37 -0.32
H -0.8563 -16.6294 -9.6254 0.24 -0.10 -0.11
H -4.0239 -19.8222 -9.3455 0.37 -0.25 -0.25
H -3.8877 -19.2446 -7.7491 -0.18 -0.14 0.59
H -2.5372 -21.8438 -8.8288 -0.06 0.30 -0.52
H -3.7147 -21.7227 -7.5894 -0.11 0.19 0.06
H -2.0482 -21.2011 -7.3414 -0.67 0.69 -0.30
C 0.5134 -20.6688 -2.3105 -0.28 -1.51 -0.61
C 0.8509 -20.8362 -3.7692 -1.80 -1.43 0.24
N -0.0506 -21.7719 -4.4530 1.70 10.61 -5.00
C -1.4531 -21.4546 -4.3350 -0.42 1.85 -0.67
C -1.8107 -20.1610 -4.9989 -0.52 -0.32 -0.54
C 0.3474 -21.9954 -5.8346 -0.28 0.78 0.40
C -0.4997 -22.9689 -6.5726 0.53 -0.76 0.70
H 0.4937 -21.5942 -1.7350 0.22 -0.21 -0.37
H -0.5111 -20.3171 -2.1886 0.81 0.01 -0.54
H 1.2989 -20.0958 -1.8177 -1.08 -0.24 -0.82
H 0.7602 -19.8504 -4.2252 0.46 0.40 -0.37
H 1.8698 -21.2190 -3.8279 -1.88 -0.21 -0.59
H -2.0415 -22.2654 -4.7646 0.77 0.49 0.40
H -1.7774 -21.3967 -3.2960 1.30 0.01 -0.93
H -1.7467 -20.1742 -6.0869 0.42 -0.10 0.72
H -2.8635 -19.9247 -4.8440 -0.23 -0.07 0.32
H -1.2553 -19.3064 -4.6125 0.42 -0.94 -0.51
H 1.3877 -22.3209 -5.8367 -0.06 -0.39 0.15
H 0.3334 -21.0793 -6.4250 -0.35 -0.96 2.76
H -1.4553 -22.5850 -6.9297 0.75 -0.46 0.13
H -0.6838 -23.8313 -5.9319 1.34 1.94 -0.08
H 0.0995 -23.3707 -7.3897 -1.28 0.52 0.67
```
Positions in Å, forces in eV/Å.

Löwdin atomic charge list, values in e, 4 entries:
1 N -0.023
2 C -0.136
3 C -0.110
4 C -0.127